A 2-piece molecular cluster, C40H46BCl4N3O overall at a distorted geometry. Source: the Open Molecules 2025 dataset; level of theory: ωB97M-V/def2-TZVPD.

Values from the calculation:
Gap between HOMO and LUMO in eV: 6.4
DFT total energy in eV: -99513.1046
LUMO energy in eV: -0.8
2S+1: 1
HOMO in eV: -7.219

Last column: Mulliken charge in e.
Element x y z (Å)
Cl -3.28544 -1.65949 5.98662  -0.316
B -3.70791 -0.53910 4.57028  0.699
Cl -5.56287 -0.28971 4.42960  -0.327
Cl -2.83185 1.11247 4.71169  -0.291
O -3.19543 -1.21886 3.35219  -0.123
C -3.45753 -1.01604 2.09669  -0.804
C -3.43045 -2.19762 1.24454  0.520
C -3.68099 -2.05661 -0.13490  -0.110
C -3.57777 -3.15495 -0.98802  -0.778
C -3.19583 -4.40173 -0.46633  0.361
Cl -2.80661 -5.66911 -1.54577  -0.238
C -2.94558 -4.56114 0.90298  -0.764
C -3.05613 -3.47420 1.76123  -0.298
H -4.01791 -0.10223 1.78956  0.542
H -3.97465 -1.06339 -0.49763  0.350
H -3.77705 -3.04759 -2.05087  0.487
H -2.66847 -5.53795 1.28583  0.440
H -2.90181 -3.60757 2.83629  0.439
C -0.66450 0.16104 -4.31849  -1.440
C -1.63291 0.35746 -3.15258  1.568
C -3.02500 -0.20636 -3.45542  -1.417
C -1.65538 1.82574 -2.71620  0.707
C -2.29133 2.77777 -3.51819  -0.428
C -2.26602 4.13231 -3.17758  -1.506
C -1.58164 4.54609 -2.03323  -0.199
C -0.92282 3.61488 -1.22267  0.758
C -0.12889 4.10781 -0.01073  1.737
C -1.03552 4.70601 1.06916  -1.488
C 0.97160 5.08827 -0.42171  -1.515
C -0.98674 2.24967 -1.55788  -1.895
N -0.29884 1.26690 -0.74260  2.078
N 0.94076 0.88651 -1.12199  -0.913
N 1.30140 -0.03923 -0.21022  2.074
C 2.64596 -0.54179 -0.16293  -1.090
C 3.57334 0.11972 0.65236  0.591
C 3.22091 1.42690 1.38433  1.295
C 3.60907 2.62551 0.51514  -1.434
C 3.85486 1.49898 2.77696  -1.679
C 4.87939 -0.36357 0.67416  -0.620
C 5.22719 -1.47885 -0.08511  -1.449
C 4.29592 -2.12530 -0.89288  -0.800
C 2.97999 -1.66528 -0.93435  0.668
C 1.97334 -2.34073 -1.88773  1.080
C 2.03807 -3.86963 -1.79664  -1.444
C 2.23061 -1.87678 -3.32256  -1.578
C 0.33704 -0.20511 0.77132  -0.299
C 0.47181 -1.06849 1.93503  0.690
C 0.00669 -0.61732 3.19625  -0.828
C 0.03053 -1.43725 4.31166  -1.091
C 0.55113 -2.72986 4.21863  -0.781
C 1.00533 -3.20763 2.97712  -0.637
C 0.96156 -2.40003 1.84480  0.141
C -0.75230 0.51211 0.37736  0.675
C -1.99172 0.47216 1.03452  -1.427
H 0.32149 0.56448 -4.05653  0.297
H -0.54574 -0.90201 -4.56251  0.390
H -1.02050 0.68715 -5.21444  0.368
H -1.23742 -0.19297 -2.29192  -0.393
H -3.68570 -0.06589 -2.58896  0.308
H -3.47417 0.28793 -4.32944  0.347
H -2.95880 -1.28566 -3.65518  0.341
H -2.80500 2.45542 -4.43094  0.358
H -2.80056 4.86646 -3.79792  0.350
H -1.54668 5.61315 -1.77592  0.365
H 0.35505 3.21847 0.40926  -0.889
H -1.75838 3.95410 1.41220  0.324
H -0.43448 5.02169 1.93219  0.436
H -1.58375 5.57603 0.67944  0.293
H 1.62918 4.62694 -1.16859  0.317
H 0.54094 5.99945 -0.85699  0.373
H 1.58388 5.36545 0.44596  0.370
H 2.12873 1.45173 1.52491  -0.153
H 3.12132 2.55959 -0.46755  0.256
H 3.31084 3.57185 0.98591  0.358
H 4.69757 2.64220 0.35619  0.423
H 3.56199 0.62459 3.37106  0.370
H 4.94945 1.53272 2.70877  0.356
H 3.51021 2.39814 3.30174  0.426
H 5.62187 0.16675 1.27463  0.302
H 6.25138 -1.83927 -0.05800  0.378
H 4.57583 -2.98150 -1.51508  0.333
H 0.96366 -2.01723 -1.58593  0.112
H 1.95751 -4.20468 -0.75606  0.274
H 1.21049 -4.31489 -2.36170  0.436
H 2.98465 -4.23773 -2.21274  0.346
H 2.24658 -0.78121 -3.38014  0.267
H 3.20392 -2.25404 -3.66673  0.411
H 1.45027 -2.24877 -3.99754  0.428
H -0.37396 0.39750 3.29832  0.752
H -0.34273 -1.04848 5.25842  0.596
H 0.61665 -3.35929 5.10692  0.390
H 1.41452 -4.21991 2.89880  0.420
H 1.31250 -2.76845 0.87129  -0.034
H -1.90498 0.54952 2.13096  -0.054
H -2.84624 0.87291 0.48275  0.760